Entry from the OMol25 dataset: C17H31KNO12 as an isolated structure (ωB97M-V/def2-TZVPD).

Each line ends with the natural charge from an NBO analysis.
Positions of all 62 atoms, in Å:
K (0.499000, -16.374000, -10.217000)  0.9578
C (5.254000, -11.073000, -11.486000)  -0.6402
C (4.661000, -12.357000, -12.162000)  0.0741
C (5.624000, -13.612000, -11.958000)  -0.0992
O (4.696000, -14.657000, -11.765000)  -0.4801
C (3.493000, -14.143000, -11.384000)  0.9871
O (2.523000, -14.858000, -10.931000)  -0.6467
O (3.456000, -12.789000, -11.493000)  -0.4870
H (6.213000, -10.715000, -11.910000)  0.2414
H (5.489000, -11.353000, -10.419000)  0.2195
H (4.560000, -10.231000, -11.418000)  0.2365
H (4.383000, -12.240000, -13.186000)  0.1964
H (6.218000, -13.610000, -10.999000)  0.1930
H (6.368000, -13.828000, -12.696000)  0.2198
C (-1.591000, -14.739000, -7.125000)  -0.2581
O (-1.045000, -13.507000, -7.623000)  -0.4775
C (0.141000, -13.369000, -8.064000)  1.0071
O (0.984000, -14.475000, -8.215000)  -0.7795
O (0.513000, -12.130000, -8.461000)  -0.4923
C (1.946000, -11.904000, -8.714000)  -0.2665
H (-1.506000, -15.559000, -7.826000)  0.2271
H (-2.678000, -14.592000, -7.100000)  0.1988
H (-1.222000, -15.036000, -6.135000)  0.2122
H (2.163000, -12.244000, -9.740000)  0.2074
H (2.585000, -12.517000, -8.017000)  0.2193
H (2.168000, -10.820000, -8.717000)  0.2060
C (2.525000, -16.280000, -14.194000)  -0.2712
O (2.910000, -17.654000, -14.115000)  -0.4511
C (2.523000, -18.286000, -13.057000)  1.0250
O (1.675000, -17.672000, -12.031000)  -0.8072
O (3.052000, -19.599000, -12.960000)  -0.4757
C (2.825000, -20.331000, -11.795000)  -0.2602
H (1.442000, -16.137000, -14.059000)  0.2107
H (2.610000, -16.073000, -15.292000)  0.2121
H (3.070000, -15.554000, -13.497000)  0.2137
H (2.231000, -21.200000, -12.040000)  0.1879
H (2.379000, -19.722000, -11.002000)  0.2167
H (3.802000, -20.713000, -11.627000)  0.2047
C (-3.351000, -13.777000, -10.122000)  -0.2488
O (-3.770000, -14.792000, -10.939000)  -0.4437
C (-3.218000, -15.962000, -10.885000)  1.0131
O (-2.220000, -16.283000, -9.939000)  -0.7906
O (-3.614000, -16.833000, -11.830000)  -0.4719
C (-3.473000, -18.206000, -11.493000)  -0.2737
H (-3.910000, -13.974000, -9.259000)  0.1938
H (-3.660000, -12.826000, -10.539000)  0.2092
H (-2.318000, -13.707000, -9.891000)  0.2030
H (-2.431000, -18.493000, -11.165000)  0.2030
H (-3.711000, -18.844000, -12.352000)  0.2113
H (-4.112000, -18.545000, -10.609000)  0.2021
C (-0.387000, -22.384000, -12.034000)  -0.6127
C (-0.690000, -21.099000, -11.243000)  -0.3856
C (-0.624000, -21.147000, -9.711000)  -0.5258
C (-0.414000, -19.799000, -9.186000)  0.3400
N (-0.243000, -18.721000, -8.823000)  -0.3821
H (0.501000, -22.927000, -11.596000)  0.2003
H (-0.221000, -22.208000, -13.122000)  0.2300
H (-1.109000, -23.118000, -11.905000)  0.2167
H (-1.658000, -20.689000, -11.638000)  0.2052
H (0.023000, -20.326000, -11.527000)  0.2140
H (0.228000, -21.753000, -9.543000)  0.2515
H (-1.426000, -21.654000, -9.157000)  0.2600

Force components x, y, z for each atom (eV/Å):
K -0.01 0.18 0.42
C 0.00 -0.95 1.05
C 2.22 0.23 1.32
C -0.18 1.43 1.91
O -1.96 -0.43 -0.04
C -3.27 -2.64 2.08
O 4.68 3.58 -2.47
O 0.39 -1.48 0.04
H -0.66 -0.43 -0.16
H -0.23 0.23 -0.98
H -0.04 -0.23 -0.38
H 0.09 0.26 -0.81
H -0.62 0.74 -0.73
H -0.20 -0.15 -1.01
C -0.79 -0.81 -0.08
O -1.19 1.39 0.43
C 6.56 -5.54 -2.00
O -4.33 5.95 0.85
O -0.49 -1.17 1.19
C 0.45 -1.06 -0.56
H 0.68 0.01 -0.22
H 0.38 0.43 0.35
H 0.18 0.49 -0.40
H -0.22 -0.02 0.57
H -0.85 0.87 -0.55
H -0.60 -0.62 0.58
C -0.86 1.87 -1.34
O 0.01 -0.73 1.12
C -3.27 0.21 6.36
O 5.08 -4.18 -6.24
O -1.71 5.30 -2.22
C -0.40 -0.38 0.55
H 0.39 -0.45 0.57
H 0.69 0.20 1.11
H -0.46 -1.58 -1.14
H -0.56 -0.06 -0.03
H 0.32 -0.23 -0.10
H 0.79 -0.29 1.13
C -0.22 1.76 0.95
O -0.21 -2.50 -3.05
C 5.56 -2.41 4.32
O -5.57 1.78 -5.26
O -0.17 1.46 1.39
C 0.89 -2.25 1.69
H -0.46 0.46 1.88
H -0.22 -0.07 -0.29
H 1.01 -0.51 -0.08
H -0.90 0.80 -0.49
H -0.17 0.71 0.02
H 0.48 0.91 -1.23
C 2.30 0.49 0.64
C -1.17 0.71 -1.47
C -0.62 -0.21 -0.40
C 0.01 0.12 0.26
N -0.02 -0.36 -0.16
H -0.36 0.83 -0.61
H -0.12 0.00 0.91
H -1.87 -1.14 0.00
H 0.59 -0.36 0.64
H 0.19 -0.04 -0.14
H 1.19 -0.41 0.74
H -0.12 0.29 -0.45

Output
- E_LUMO (eV) = -1.93
- net charge = +1
- highest occupied orbital energy (eV) = -12.3
- total energy (eV) = -60508.47835
- maximum force (hartree/bohr) = 0.176

***

Entry from the OMol25 dataset: C17H31MoN8S as an isolated structure (ωB97M-V/def2-TZVPD).

Each line ends with the natural charge from an NBO analysis.
Positions of all 58 atoms, in Å:
Mo (-0.532976, 0.077934, -0.196188)  1.1038
C (0.747459, -1.375983, 2.972134)  -0.4508
C (-0.708114, -0.937313, 2.814269)  -0.2326
N (-1.324564, -1.138665, 1.476030)  -0.5773
C (-1.445930, -2.577785, 1.105677)  -0.2543
C (-0.221887, -3.036506, 0.335998)  -0.2470
N (0.115192, -2.084665, -0.762474)  -0.5788
C (1.392586, -2.519435, -1.396855)  -0.2318
C (1.887095, -1.633417, -2.554530)  -0.4530
C (1.091115, -0.377389, -2.875146)  -0.2300
N (0.930944, 0.635442, -1.787196)  -0.5699
C (2.203724, 1.107920, -1.184853)  -0.2524
C (2.603404, 0.210269, -0.036285)  -0.2405
N (1.454393, 0.036698, 0.900016)  -0.5985
C (1.809005, -0.997444, 1.916113)  -0.2348
H (0.779261, -2.459947, 3.086658)  0.2465
H (1.055977, -0.985868, 3.942832)  0.2640
H (-0.837025, 0.111428, 3.062988)  0.2079
H (-1.278926, -1.499844, 3.556890)  0.2479
H (-2.281597, -0.795467, 1.579026)  0.4347
H (-2.336226, -2.708352, 0.494838)  0.2414
H (-1.574562, -3.191068, 1.999227)  0.2526
H (-0.411826, -4.031467, -0.072673)  0.2547
H (0.638610, -3.131454, 0.992120)  0.2166
H (-0.594499, -2.236230, -1.474948)  0.4386
H (1.244594, -3.534428, -1.769289)  0.2429
H (2.155478, -2.596513, -0.623856)  0.2071
H (1.862171, -2.214426, -3.476778)  0.2722
H (2.939308, -1.388042, -2.407389)  0.2358
H (0.085748, -0.639415, -3.208036)  0.2161
H (1.592775, 0.104681, -3.717363)  0.2474
H (0.549743, 1.438060, -2.283635)  0.4335
H (2.045286, 2.125407, -0.822706)  0.2268
H (3.005027, 1.139202, -1.926389)  0.2557
H (3.461470, 0.644986, 0.480619)  0.2522
H (2.909965, -0.767208, -0.392482)  0.2250
H (1.400686, 0.919346, 1.402390)  0.4124
H (2.701793, -0.656508, 2.443696)  0.2438
H (2.112868, -1.883792, 1.365620)  0.2123
N (-3.126991, -0.231018, -3.886975)  -0.7257
C (-2.563706, 0.142148, -2.752673)  0.3261
S (-2.545950, -0.962675, -1.370002)  -0.0008
N (-2.014087, 1.307729, -2.600893)  -0.4117
N (-1.573297, 1.527605, -1.333273)  -0.2569
C (-1.822067, 2.706563, -0.866863)  0.1752
C (-1.359503, 3.031832, 0.448497)  0.1113
C (-1.608959, 4.272511, 1.019670)  -0.1485
C (-1.107527, 4.550885, 2.280511)  -0.0839
C (-0.370288, 3.560317, 2.912230)  -0.1813
C (-0.187668, 2.340855, 2.282788)  0.0435
N (-0.673753, 2.041532, 1.068374)  -0.4666
H (-3.617747, -1.106385, -3.970582)  0.4381
H (-3.238861, 0.442059, -4.633836)  0.4447
H (-2.384038, 3.404338, -1.478245)  0.2685
H (-2.190738, 5.000064, 0.468076)  0.2701
H (-1.279373, 5.509470, 2.751943)  0.2782
H (0.061574, 3.725905, 3.889856)  0.2736
H (0.375430, 1.583545, 2.813342)  0.2056

Force components x, y, z for each atom (eV/Å):
Mo -1.61 -0.94 -0.35
C -0.05 0.08 -0.12
C 0.14 -0.08 0.23
N 0.28 0.09 0.09
C 0.18 -0.18 -0.18
C -0.19 -0.08 0.25
N 0.17 0.26 0.03
C 0.30 0.07 -0.15
C -0.11 0.04 0.05
C 0.13 -0.25 -0.18
N 0.22 -0.29 0.32
C 0.16 -0.04 0.11
C 0.23 0.13 -0.25
N -0.17 0.00 -0.27
C -0.05 -0.22 0.27
H 0.03 0.00 0.02
H 0.01 -0.01 0.01
H -0.05 -0.04 -0.02
H -0.09 0.03 -0.05
H 0.00 0.06 -0.06
H -0.08 0.05 0.06
H -0.01 0.02 0.01
H 0.04 0.03 -0.07
H 0.01 0.02 -0.07
H -0.03 0.08 -0.02
H -0.05 -0.02 0.09
H -0.09 -0.02 0.05
H 0.03 -0.01 0.00
H 0.00 0.00 0.00
H -0.03 0.09 0.01
H -0.07 0.08 0.01
H -0.26 0.02 0.15
H -0.04 0.02 -0.06
H -0.03 0.04 -0.02
H -0.04 -0.04 0.11
H -0.02 0.00 0.09
H -0.09 0.03 -0.07
H 0.04 0.05 -0.10
H 0.01 0.07 -0.04
N -0.09 0.05 -0.13
C 0.06 -0.18 0.49
S 1.01 0.60 0.49
N -0.10 0.38 -0.94
N -0.01 0.36 0.46
C -0.03 -0.32 -0.35
C 0.08 0.32 0.44
C -0.07 -0.18 -0.29
C 0.13 -0.14 0.14
C -0.09 0.24 -0.01
C 0.01 -0.12 0.04
N 0.21 -0.07 -0.20
H 0.03 -0.05 0.02
H 0.01 0.01 0.01
H -0.01 0.00 -0.01
H 0.02 0.02 0.02
H 0.00 0.00 0.00
H 0.00 -0.05 0.00
H 0.00 0.00 -0.06

Output
- E_LUMO (alpha / beta) (eV) = -11.74 / -11.75
- net charge = +3
- highest occupied orbital energy (alpha / beta) (eV) = -18.0 / -18.0
- total energy (eV) = -42718.82388
- maximum force (hartree/bohr) = 0.037
- ΔE to the lowest compared entry with this formula, charge and spin (kJ/mol) = 0.0

***

Entry from the OMol25 dataset: C17H31N2O2P2Ti as an isolated structure (ωB97M-V/def2-TZVPD).

Each line ends with the natural charge from an NBO analysis.
Positions of all 55 atoms, in Å:
Ti (0.000081, 0.034922, 0.051473)  1.7557
P (-2.414404, 0.409227, -0.467254)  0.8149
C (-2.159805, 0.787438, -2.181701)  -0.4311
C (-0.903335, 1.307272, -2.591142)  0.1426
N (0.214776, 1.122261, -1.783964)  -0.6389
C (1.444726, 1.450029, -2.221566)  0.2903
C (1.620484, 2.150434, -3.400252)  -0.1989
C (0.523459, 2.440368, -4.203602)  -0.0954
C (-0.727609, 1.996987, -3.812421)  -0.1677
C (2.661945, 1.028067, -1.440162)  -0.7519
P (2.360549, -0.444900, -0.347667)  0.8112
H (-1.614622, 2.142275, -4.421248)  0.2541
H (2.628532, 2.411021, -3.685921)  0.2564
H (0.658153, 2.974050, -5.136378)  0.2661
H (3.441871, 0.712362, -2.148581)  0.2777
H (3.057185, 1.880282, -0.861941)  0.2956
H (-2.095986, -1.232801, -3.694620)  0.4724
H (-3.007964, 0.944635, -2.861793)  0.2534
H (-0.862483, -3.153887, -2.694575)  0.5028
O (-1.909747, -2.191527, -3.803401)  -0.9556
H (-2.363675, -2.461960, -4.621686)  0.5059
H (-0.093023, -1.550781, -0.225416)  -0.3111
O (-0.601717, -3.455432, -1.790292)  -0.9455
H (0.365103, -3.317186, -1.705121)  0.4518
C (2.851474, -1.793764, -1.460561)  -0.9239
H (3.889085, -1.647275, -1.776058)  0.2681
H (2.739731, -2.736196, -0.915586)  0.2724
H (2.196454, -1.841820, -2.336690)  0.2596
C (3.660569, -0.353022, 0.905993)  -0.9217
H (3.588739, -1.263985, 1.510184)  0.2770
H (4.641737, -0.291711, 0.423070)  0.2721
H (3.506558, 0.503129, 1.571562)  0.2754
C (-3.233523, 1.849608, 0.297434)  -0.9134
H (-4.191409, 2.047381, -0.199419)  0.2687
H (-3.393147, 1.655959, 1.363310)  0.2807
H (-2.603169, 2.742833, 0.220252)  0.2707
C (-3.555592, -0.991190, -0.393073)  -0.9290
H (-3.743404, -1.194793, 0.668683)  0.2723
H (-4.489038, -0.743985, -0.914133)  0.2673
H (-3.077700, -1.867739, -0.846776)  0.2895
C (-1.619588, -0.349886, 2.913406)  -0.6330
C (-0.875241, 0.913365, 2.868513)  0.0946
C (-0.911935, 1.984824, 3.785273)  -0.2679
C (-0.079223, 3.002501, 3.268826)  -0.2092
C (0.449340, 2.527857, 2.056703)  0.0609
C (1.336926, 3.200637, 1.104570)  -0.6279
N (-0.064062, 1.271174, 1.810738)  -0.6944
H (-1.393595, -0.851322, 3.867259)  0.2707
H (-1.380936, -1.051381, 2.089611)  0.1882
H (-2.700216, -0.123772, 2.933373)  0.2331
H (-1.522270, 2.025568, 4.685569)  0.2450
H (0.137219, 3.982428, 3.682031)  0.2424
H (0.851483, 3.290357, 0.121563)  0.1977
H (1.531927, 4.210508, 1.484572)  0.2651
H (2.299412, 2.677255, 0.997429)  0.1938

Force components x, y, z for each atom (eV/Å):
Ti -0.39 3.50 2.88
P -0.48 -0.52 0.15
C -0.01 1.18 -0.66
C 0.46 0.26 -0.26
N -0.11 -1.06 0.45
C -0.20 -0.04 0.24
C -0.12 0.08 -0.46
C 0.07 -0.02 0.15
C -0.50 -0.33 0.17
C 0.08 0.08 0.19
P 1.27 0.19 -0.93
H 0.23 0.09 -0.06
H -0.01 0.11 -0.15
H -0.06 -0.01 0.04
H -0.12 0.29 0.15
H -0.14 -0.33 -0.14
H 0.14 -1.05 -0.24
H 0.32 -0.18 0.20
H 0.26 -0.26 0.81
O -0.46 1.00 -0.43
H 0.22 0.10 0.40
H -0.21 -0.62 0.32
O 0.75 0.59 -0.31
H -0.96 -0.35 -0.30
C -0.33 -0.25 0.19
H -0.14 -0.11 0.07
H 0.20 0.03 -0.11
H 0.11 0.13 0.08
C -0.23 -0.10 0.35
H 0.19 0.13 -0.05
H -0.17 -0.05 0.09
H 0.02 -0.12 -0.16
C 0.06 0.23 -0.12
H 0.16 -0.12 0.12
H 0.02 -0.09 -0.18
H -0.03 -0.21 -0.03
C 0.04 0.00 0.05
H -0.12 -0.03 -0.27
H 0.15 -0.11 0.20
H -0.11 0.14 0.06
C -0.55 -0.49 0.60
C 0.01 2.21 1.67
C -0.51 -1.74 -0.91
C 0.98 -0.33 -1.76
C -1.03 0.69 1.59
C 0.36 0.43 -0.27
N 0.41 -2.15 -2.42
H -0.14 -0.19 -0.45
H -0.12 0.10 0.19
H 0.27 -0.46 -0.21
H 0.28 -0.07 -0.23
H -0.07 -0.27 0.03
H 0.24 0.11 0.01
H 0.13 -0.21 -0.31
H -0.11 0.22 -0.01

Output
- E_LUMO (alpha / beta) (eV) = -7.97 / -8.85
- net charge = +2
- highest occupied orbital energy (alpha / beta) (eV) = -13.0 / -13.0
- expectation value of S² = 0.785
- total energy (eV) = -66883.93993
- maximum force (hartree/bohr) = 0.089
- ΔE to the lowest compared entry with this formula, charge and spin (kJ/mol) = 83.3
- spin multiplicity = 2